No. 1
{"formula": "C11H80NO28", "method": "ωB97M-V/def2-TZVPD", "gap_ev": 9.3004, "homo_ev": -11.6, "de_lowest_kj_mol": 563.7, "charge": 1, "energy_ha": -2627.86558, "elements": ["C", "C", "C", "C", "N", "C", "C", "C", "C", "C", "C", "C", "H", "H", "H", "H", "H", "H", "H", "H", "H", "H", "H", "H", "H", "H", "H", "H", "H", "H", "H", "H", "H", "H", "H", "H", "O", "H", "H", "O", "H", "H", "O", "H", "H", "O", "H", "H", "O", "H", "H", "O", "H", "H", "O", "H", "H", "O", "H", "H", "O", "H", "H", "O", "H", "H", "O", "H", "H", "O", "H", "H", "O", "H", "H", "O", "H", "H", "O", "H", "H", "O", "H", "H", "O", "H", "H", "O", "H", "H", "O", "H", "H", "O", "H", "H", "O", "H", "H", "O", "H", "H", "O", "H", "H", "O", "H", "H", "O", "H", "H", "O", "H", "H", "O", "H", "H", "O", "H", "H"], "coordinates": [[-0.85909, 2.78354, 3.41963], [-0.46397, 2.55015, 2.00793], [-0.15544, 1.13490, 1.57888], [-0.05042, 1.00987, 0.01773], [0.43657, -0.33950, -0.48431], [1.85940, -0.72892, 0.00843], [2.66051, -1.47871, -1.00721], [1.90146, -1.33363, -2.31171], [0.73559, -0.27551, -1.86890], [-0.59867, -1.40148, -0.09054], [-1.97915, -1.04093, -0.58200], [-3.01350, -2.07276, -0.13588], [0.31662, 2.75473, 3.92543], [-1.54712, 2.11852, 3.92153], [-1.22110, 3.91222, 3.56543], [0.15355, 3.29760, 1.75452], [-1.42643, 2.64735, 1.29585], [-0.97206, 0.69459, 1.83319], [0.73837, 0.73262, 2.35553], [0.64318, 1.69657, -0.49570], [-1.00622, 1.48982, -0.52655], [1.71294, -1.17908, 0.95683], [2.25693, 0.21453, 0.50432], [2.70759, -2.50111, -0.52808], [3.85223, -1.14972, -0.91516], [1.52115, -2.15641, -2.56629], [2.58558, -1.06448, -3.34518], [-0.17195, -0.47479, -2.68280], [1.07307, 0.65135, -2.10404], [-0.70689, -1.59943, 1.12733], [-0.32838, -2.16915, -0.67493], [-2.02222, -0.77879, -1.54512], [-2.18026, -0.13961, -0.06441], [-3.54302, -1.90637, 0.80713], [-2.64029, -3.06891, -0.13804], [-4.02368, -1.94694, -0.67679], [5.22595, -2.62267, 0.80395], [5.18779, -1.83950, 0.23237], [5.46515, -3.25769, 0.03546], [-6.91741, -2.78307, -0.87937], [-6.64495, -2.93125, 0.00569], [-7.27770, -3.59172, -1.26326], [-2.82576, -4.20362, -2.63692], [-3.72061, -3.64561, -2.67234], [-2.52505, -3.78076, -3.47231], [1.25137, 2.11902, -4.77021], [1.70008, 2.55195, -3.95926], [0.74112, 2.88990, -5.14821], [2.94451, -2.67008, -5.76658], [3.07113, -3.42120, -5.16797], [1.99972, -2.37395, -5.61161], [-3.17587, 2.87065, 5.95379], [-3.74234, 2.19646, 5.57286], [-3.72272, 3.11822, 6.73169], [3.06973, 2.83671, 4.09829], [3.84372, 2.42239, 4.06572], [2.65731, 2.04067, 4.15535], [2.17469, 3.28332, -2.25906], [1.74596, 3.96584, -1.76801], [2.60461, 3.84323, -2.89144], [-2.98404, 4.18941, -0.75689], [-2.23908, 4.75899, -0.79606], [-2.85782, 3.52147, -1.40228], [-1.17324, 0.43440, -4.81913], [-1.45662, 1.06220, -4.12558], [-0.32567, 0.64477, -4.92499], [0.35376, -0.82377, 4.49873], [0.11313, -0.06465, 5.17294], [1.25353, -0.62938, 4.41446], [-6.04598, -3.20250, 1.62851], [-5.50440, -4.03068, 1.59205], [-6.83254, -3.54504, 1.96239], [1.32525, -4.95741, -2.19223], [0.49070, -5.38734, -2.69141], [2.09743, -4.83138, -2.74282], [0.53910, -4.47557, 0.49014], [0.63754, -4.46484, -0.46919], [-0.35068, -4.81467, 0.78512], [5.52381, -0.38420, -0.61079], [6.17659, -0.54639, -1.29316], [5.97313, -0.03061, 0.18510], [1.35854, 4.96061, 3.86336], [2.29775, 4.82012, 3.80033], [1.04189, 4.68958, 4.63154], [-5.43280, 0.30193, 0.92236], [-6.32314, 0.08061, 1.10901], [-5.01749, 0.63303, 1.91423], [4.25905, 1.00410, -5.52281], [4.07948, 1.89654, -5.29706], [3.29371, 0.66192, -5.61534], [2.43441, 0.23414, 4.21227], [2.67999, -0.50901, 3.61981], [2.61139, -0.07562, 5.07874], [4.23852, 2.07084, -0.48841], [3.39094, 1.90868, -1.03070], [4.33697, 1.20631, -0.65635], [-2.59359, 2.27283, -2.89396], [-3.27801, 1.68551, -2.64711], [-2.85117, 2.83595, -3.54431], [0.93076, -2.13355, -5.72885], [0.31944, -2.71739, -5.15724], [0.54365, -1.82948, -6.60507], [2.44494, 2.77721, 1.43128], [2.66693, 2.45058, 2.31005], [3.30618, 2.37048, 0.98545], [-4.61257, -1.54555, 3.30901], [-5.15900, -2.29980, 2.95313], [-4.05485, -2.18672, 3.83481], [-4.77891, -2.55641, -3.56485], [-4.52194, -2.07569, -4.31065], [-5.38710, -2.06496, -2.90183], [1.98821, 4.61425, -0.06428], [2.18879, 5.51051, 0.23013], [2.73273, 4.21465, 0.44831], [3.09780, -1.90252, 2.52589], [2.76443, -2.90307, 2.66080], [3.91476, -2.03496, 2.15770], [-0.99504, 1.45698, 6.59401], [-1.76054, 2.06519, 6.56796], [-0.24432, 1.78997, 7.23910]], "forces_ev_per_angstrom": [[3.280, 2.502, 2.060], [-5.676, -1.798, -2.382], [6.978, 1.912, 0.036], [0.381, 2.341, -0.475], [-0.511, -0.540, 1.871], [-0.581, 3.078, 3.056], [3.205, -0.659, 1.732], [3.471, 7.514, 0.219], [-1.873, -3.975, -6.195], [-1.212, 1.926, 2.943], [-0.367, -0.437, 4.534], [-2.732, 0.962, -0.479], [-3.625, -0.083, -0.532], [0.091, -0.324, -0.043], [0.795, -2.551, -0.307], [2.628, 2.274, -1.303], [1.455, 0.791, 1.425], [-4.940, -3.620, 1.810], [-2.042, 0.538, -2.732], [0.449, 0.008, 1.113], [1.489, -2.092, 1.298], [-0.341, -1.422, 0.453], [-0.031, -0.381, -1.580], [-0.175, 0.514, -1.319], [-3.861, -0.549, -0.880], [-3.345, -6.686, -1.847], [-1.953, -0.046, 3.091], [1.878, 0.616, 2.584], [0.991, 2.909, -0.517], [1.077, 0.520, -3.395], [1.417, -3.639, -1.132], [-0.048, 0.365, -4.013], [-0.834, 1.046, 0.537], [1.210, 0.442, 0.736], [0.059, -0.900, -0.451], [1.814, -0.595, -0.316], [0.700, -1.718, -2.434], [-0.028, 0.348, 0.443], [-0.568, 0.821, 2.357], [-0.555, 0.500, -2.305], [0.504, -0.428, 1.291], [0.120, 0.135, 0.335], [-2.091, 2.269, -1.173], [2.159, -1.719, 0.505], [0.352, -0.775, 0.641], [0.218, 2.242, 1.003], [-1.205, -1.174, -1.382], [0.777, -1.301, 0.422], [4.348, -1.521, 0.761], [0.411, 0.203, -0.415], [3.141, -0.689, -0.161], [-1.032, 0.340, 1.064], [0.053, -0.333, -0.489], [0.639, 0.150, -0.532], [-2.238, 5.028, 0.045], [6.476, -1.505, -0.127], [-3.791, -3.617, 0.633], [0.059, -1.279, -1.329], [-0.766, 0.698, 1.792], [1.068, 0.274, -0.708], [-1.325, 0.329, 1.194], [1.020, 0.715, -0.039], [0.390, -0.952, -1.016], [-5.661, -1.007, 1.336], [-0.134, -0.362, -0.353], [5.799, 1.329, -0.897], [-4.083, 1.022, 2.718], [-0.057, -2.161, -1.888], [0.949, 0.077, -0.599], [2.713, -0.905, -0.561], [-0.220, 1.046, -0.213], [-2.627, -0.643, 1.125], [-3.325, -1.077, -0.792], [3.411, 1.463, 1.281], [-0.192, -0.340, -0.619], [-1.033, -0.115, 1.251], [-0.334, -0.438, -0.078], [1.507, 0.530, -1.040], [0.388, 0.594, 0.826], [0.432, 0.153, -0.161], [0.068, -0.140, -0.805], [1.427, 2.673, -5.828], [0.223, -0.367, 0.378], [-1.777, -1.976, 5.388], [3.449, 1.899, 3.738], [-1.431, -0.322, 0.460], [-1.964, -1.663, -4.336], [-2.576, -2.071, -0.356], [0.016, 1.498, 0.283], [2.552, 0.567, 0.115], [1.866, 0.883, -1.583], [0.447, 0.080, -0.172], [0.757, -0.302, 1.537], [-3.301, 3.452, -0.917], [0.565, 2.596, 0.731], [2.932, -5.853, -0.055], [2.907, -1.806, 2.757], [-1.387, -0.775, 0.132], [-1.611, 2.432, -2.991], [-9.146, 1.337, 0.048], [0.891, 1.625, -1.902], [0.268, -0.872, 1.747], [3.329, -2.462, -0.831], [-0.607, 0.659, 0.688], [-2.336, 1.236, 0.350], [0.382, -3.010, 0.792], [-0.047, 1.706, -0.369], [-0.091, 1.727, -0.213], [-2.044, -0.625, 3.650], [0.165, 1.660, -1.482], [1.463, -0.854, -2.024], [1.264, 1.306, 0.482], [-0.791, 0.575, -0.404], [-1.174, -0.648, -0.487], [-4.530, -2.915, 2.287], [0.898, 3.476, -0.398], [3.592, -0.618, -1.682], [2.710, 0.303, 1.838], [0.554, 0.124, 0.112], [-2.804, -0.706, -1.985]]}

No. 2
{"formula": "C6H12FN", "method": "ωB97M-V/def2-TZVPD", "smiles": "CC[C@H]1[C@H](F)[C@@]1(C)N", "gap_ev": 9.7521, "homo_ev": -8.7, "de_lowest_kj_mol": 298.5, "charge": 0, "energy_ha": -390.31708, "elements": ["C", "C", "C", "C", "C", "C", "H", "H", "H", "H", "H", "H", "H", "H", "H", "H", "H", "H", "N", "F"], "coordinates": [[-3.14740, -0.30798, 0.07799], [-1.91041, 0.65496, 0.24895], [-0.52942, -0.13796, 0.38257], [0.45736, -0.69326, -0.64488], [0.96059, 0.40011, -0.03468], [2.17265, 0.11358, 0.82462], [-3.57518, -0.95188, 0.82241], [-4.05688, 0.18126, -0.30137], [-2.93422, -1.13303, -0.60635], [-2.16682, 1.40349, 0.92107], [-1.81551, 1.19355, -0.66364], [-0.43323, -0.62099, 1.40618], [0.39263, -0.66211, -1.84474], [2.23870, 0.67723, 1.76404], [3.05770, 0.25074, 0.25207], [2.23443, -0.91157, 1.09968], [0.62328, 2.53016, 0.10324], [0.81041, 1.78311, -1.53794], [1.08527, 1.80579, -0.55594], [1.11196, -1.83968, -0.29450]], "forces_ev_per_angstrom": [[0.012, -0.308, -1.197], [0.734, -3.487, -1.959], [0.806, 0.424, 2.140], [-2.516, -2.888, -5.558], [1.151, 6.320, 4.227], [-0.525, 0.160, 1.399], [0.492, 0.349, 1.768], [0.524, 0.336, -0.154], [0.388, 0.476, -0.711], [0.341, 1.073, 2.023], [-0.153, 0.412, -1.087], [-0.080, 0.132, -1.599], [-0.675, -0.176, 2.631], [-0.116, 0.270, -0.431], [0.714, 0.628, -0.641], [-0.189, -0.739, 0.493], [0.716, -1.879, -2.051], [-0.351, 0.908, 0.496], [-0.759, -0.974, 0.674], [-0.513, -1.038, -0.465]]}